Record 1
ORCA calculation (ωB97M-V with the def2-TZVPD basis set) on C52H47GeOP2PbS as an isolated structure.

XYZ file:
```
105
Properties=species:S:1:pos:R:3:forces:R:3:mulliken_charge:R:1
Pb -1.342421 2.031141 -0.020124 -0.4 0.5 0.0 1.429
O -3.760858 -0.851413 -1.077337 -0.4 0.0 0.0 -0.802
S -2.289423 -0.950831 -1.116001 0.4 -0.3 -0.1 1.023
C -1.817781 -2.619375 -0.584403 0.1 0.4 0.2 0.864
C -2.226073 -3.706669 -1.318640 0.0 0.1 0.0 -0.452
C -1.882641 -5.025307 -0.986501 0.0 -0.2 0.0 -1.460
C -1.073895 -5.227341 0.095292 0.0 0.1 0.0 0.198
C -0.508251 -6.491966 0.687868 -0.1 -0.1 -0.1 -0.814
C 0.357085 -6.021407 1.881460 0.1 0.0 0.0 -0.951
C 0.175552 -4.527607 1.922907 0.0 0.1 0.0 0.125
C 0.661598 -3.578482 2.770878 0.1 -0.2 0.0 -1.202
C 0.233952 -2.249525 2.604438 -0.1 0.1 -0.1 -0.033
C -0.614345 -1.822056 1.599537 0.0 0.0 -0.2 0.102
P -1.248469 -0.098932 1.741064 -0.1 -0.3 0.8 0.756
C -3.008177 -0.293867 2.168058 0.1 0.0 -0.1 0.946
C -3.734774 0.884466 2.343817 0.1 -0.1 -0.1 -0.398
C -5.061880 0.839949 2.729598 0.0 0.0 0.0 -0.759
C -5.679400 -0.387765 2.929626 0.0 0.0 0.0 -0.702
C -4.963961 -1.559979 2.747760 -0.1 -0.1 0.0 -0.804
C -3.628904 -1.519528 2.372813 0.1 0.1 0.0 -0.167
C -0.535871 0.454141 3.331913 0.0 0.1 -0.2 0.049
C 0.746947 0.999188 3.296693 -0.1 0.0 0.0 -0.029
C 1.362622 1.424786 4.461163 0.1 0.0 0.0 -0.541
C 0.685025 1.334790 5.669830 0.0 0.0 0.0 -0.965
C -0.594812 0.801787 5.709186 0.0 0.0 0.1 -0.693
C -1.204523 0.350705 4.546475 0.0 0.0 0.0 -0.886
C -1.042767 -2.781702 0.607937 0.1 -0.1 0.0 -0.988
C -0.659419 -4.120223 0.862492 -0.1 0.2 -0.1 0.819
C -1.826116 -1.096279 -2.855036 0.0 0.0 0.3 -0.461
C -2.839885 -1.474050 -3.698702 -0.1 0.1 0.1 -0.513
C -2.612753 -1.885276 -5.024734 0.1 0.0 -0.2 -1.242
C -1.318410 -1.947310 -5.457035 -0.1 0.0 0.1 0.311
C -0.732497 -2.396019 -6.770532 0.0 0.0 -0.1 -0.744
C 0.800449 -2.271026 -6.584750 0.0 0.0 0.0 -0.745
C 0.973032 -1.644092 -5.227022 0.0 0.1 0.1 -0.005
C 2.090668 -1.234887 -4.554329 0.0 -0.1 -0.1 -1.502
C 1.916456 -0.609798 -3.311253 -0.1 0.0 0.1 -0.283
C 0.691280 -0.451075 -2.683660 0.0 0.0 0.1 0.361
P 0.779756 0.720845 -1.262353 0.6 -0.2 -0.4 1.363
C 2.099851 0.012041 -0.229443 -0.1 0.1 0.0 1.100
C 2.245516 -1.367536 -0.105267 0.0 0.0 -0.1 -0.811
C 3.207724 -1.886699 0.747690 0.0 -0.1 0.0 -0.674
C 4.031290 -1.038683 1.474185 0.0 0.0 0.0 -1.060
C 3.880148 0.336605 1.363628 0.0 0.0 0.0 -0.442
C 2.904578 0.860157 0.530503 0.0 -0.1 0.0 -0.383
C 1.512760 2.180708 -2.098525 -0.1 0.1 0.1 1.422
C 2.868740 2.488056 -2.165847 0.0 0.0 0.0 -0.382
C 3.286008 3.650928 -2.797177 0.1 0.0 0.0 -0.662
C 2.365240 4.503968 -3.387609 0.0 0.0 0.0 -0.585
C 1.014354 4.189084 -3.356858 0.1 0.0 0.0 -0.894
C 0.595208 3.038874 -2.709161 0.0 -0.1 0.0 -0.957
C -0.480273 -0.987495 -3.306241 0.2 -0.1 -0.2 -0.882
C -0.282000 -1.502816 -4.608003 0.0 0.0 0.1 1.305
H -2.837420 -3.541743 -2.194804 0.0 0.1 -0.1 0.692
H -2.238454 -5.845410 -1.596705 0.0 0.0 0.0 0.448
H 0.074029 -7.047463 -0.048157 0.0 0.0 0.0 0.358
H -1.317356 -7.148775 1.011516 0.0 0.0 0.0 0.312
H 1.407716 -6.279658 1.740180 0.0 0.0 0.0 0.245
H 0.038220 -6.478285 2.818737 0.0 0.0 0.0 0.307
H 1.328097 -3.822011 3.588525 0.0 0.0 0.0 0.494
H 0.587951 -1.534143 3.330550 0.0 0.0 0.0 0.589
H -3.247840 1.845261 2.202635 0.0 0.0 0.0 0.320
H -5.614457 1.759310 2.871400 0.0 0.0 0.0 0.449
H -6.718137 -0.427152 3.229234 0.0 0.0 0.0 0.385
H -5.447028 -2.516908 2.897285 0.0 0.0 0.0 0.446
H -3.076195 -2.440293 2.239360 0.0 0.0 0.0 0.505
H 1.255737 1.087759 2.345656 0.1 0.0 0.0 0.655
H 2.363444 1.837427 4.424484 0.0 0.0 0.0 0.500
H 1.154465 1.683392 6.580456 0.0 0.0 0.0 0.402
H -1.124129 0.736663 6.650967 0.0 0.0 0.0 0.435
H -2.195415 -0.083101 4.586811 0.0 0.0 0.0 0.477
H -3.847164 -1.468082 -3.295684 0.0 -0.1 0.0 0.730
H -3.442472 -2.183914 -5.651986 0.0 0.0 0.0 0.469
H -1.086018 -1.752866 -7.578227 0.0 0.0 0.0 0.305
H -1.035073 -3.413725 -7.017567 0.0 0.0 0.0 0.331
H 1.262433 -1.665934 -7.364961 0.0 0.0 0.0 0.324
H 1.287184 -3.247821 -6.608050 0.0 0.0 0.0 0.291
H 3.084541 -1.339065 -4.970144 0.0 0.0 0.0 0.507
H 2.796577 -0.203523 -2.827759 0.0 0.0 0.0 0.385
H 1.613970 -2.032992 -0.682235 0.0 0.0 0.0 0.395
H 3.312024 -2.959988 0.842930 0.0 0.0 0.0 0.509
H 4.790610 -1.448363 2.127359 0.0 0.0 0.0 0.438
H 4.516171 1.005757 1.929666 0.0 0.0 0.0 0.516
H 2.758457 1.929816 0.469242 0.1 0.0 0.0 -0.365
H 3.606301 1.829732 -1.725682 0.0 0.0 0.0 0.318
H 4.339891 3.895900 -2.825531 0.0 0.0 0.0 0.462
H 2.698424 5.411841 -3.872545 0.0 0.0 0.0 0.409
H 0.289846 4.838769 -3.829706 0.0 0.0 0.0 0.454
H -0.462362 2.791781 -2.698466 0.0 0.0 0.0 0.524
C 0.417352 6.262027 0.007658 0.1 -0.2 0.2 -1.009
Ge 0.814576 4.969936 1.441995 0.0 0.1 0.0 0.422
C 2.669315 4.310397 1.260768 -0.2 0.1 0.0 -0.809
C 0.759885 5.929503 3.167343 0.0 -0.1 -0.2 -1.271
C -0.562601 3.561315 1.533265 0.3 0.0 -0.1 -1.139
H 1.040462 7.146843 0.143177 0.0 0.0 0.0 0.377
H -0.626008 6.575110 0.063420 0.0 0.0 0.0 0.365
H 0.605718 5.856227 -0.987131 0.0 0.0 0.0 0.156
H 3.338168 5.129516 1.529088 0.0 0.0 0.0 0.502
H 2.912903 3.999290 0.243716 -0.1 0.0 0.0 0.143
H 2.860062 3.484410 1.948471 0.0 0.0 0.0 0.134
H 1.501615 6.729396 3.168558 0.0 0.0 0.0 0.391
H 0.980668 5.251827 3.993120 0.0 0.0 0.0 0.366
H -0.222234 6.371380 3.337014 0.0 0.0 0.0 0.380
H -1.494667 4.128901 1.671622 0.0 -0.1 -0.1 0.628
H -0.387039 3.046524 2.478864 0.0 -0.1 0.0 0.039
```
Positions in Å, forces in eV/Å.

HOMO level (eV): -10.112
LUMO energy (eV): -2.4222
Maximum force (eV/Å): 0.85
Orbital gap (eV): 7.7
Multiplicity: 1
Charge: +1
Electronic energy (eV): -147906.055

***

Record 2
ORCA calculation (ωB97M-V with the def2-TZVPD basis set) on C52H47N8PSV as an isolated structure.

XYZ file:
```
110
Properties=species:S:1:pos:R:3:forces:R:3:lowdin_spin:R:1
V -0.023935 0.039734 0.295902 0.2 0.1 1.7 1.935
C 3.020965 -0.179666 -4.087098 0.2 -0.1 -1.0 0.000
N 2.728965 -0.090766 -2.681398 -0.8 0.1 0.9 0.003
C 1.487765 -0.076866 -2.162698 -0.1 0.0 -0.7 0.009
N 1.539665 0.003534 -0.829298 0.8 0.0 -1.0 -0.006
C 2.856565 0.057834 -0.490598 1.0 -0.1 -0.3 0.004
C 3.624765 0.002134 -1.648098 -0.2 0.0 0.9 -0.001
C 5.064865 0.157234 -1.820798 0.5 0.1 -0.1 0.000
C 5.786565 -0.641966 -2.709998 -0.1 0.0 0.2 0.000
C 7.140665 -0.430266 -2.895098 0.1 0.0 0.0 0.000
C 7.789365 0.574234 -2.193198 -0.1 0.0 0.1 0.000
C 7.082865 1.368434 -1.300498 0.0 0.0 0.0 0.000
C 5.729465 1.164734 -1.112398 -0.2 -0.1 -0.2 0.000
C 3.297365 0.270534 0.880202 0.1 0.2 0.2 0.001
C 4.406965 -0.401966 1.390802 -0.3 0.1 -0.1 0.000
C 4.911465 -0.044966 2.629102 0.0 0.0 0.1 0.000
C 4.318465 0.981734 3.352202 0.0 0.1 0.0 0.000
C 3.180565 1.616734 2.870602 0.0 0.1 0.1 0.000
C 2.659565 1.255334 1.640202 0.1 -0.1 -0.2 0.000
P -0.066535 -0.052366 -3.117498 0.1 -0.1 0.6 0.003
C -0.815535 -1.369066 -2.116998 0.0 0.1 -0.6 0.016
N -0.907835 -1.401566 -0.780998 -0.1 -0.1 -0.6 0.003
C -1.531435 -2.571966 -0.466398 -0.3 -0.9 -0.4 0.009
C -1.825435 -3.253666 -1.642598 0.1 0.2 0.8 -0.002
N -1.354535 -2.476966 -2.660898 0.1 0.6 0.8 0.014
C -1.481035 -2.721966 -4.071198 -0.1 -0.2 -0.9 0.001
C -2.607235 -4.466566 -1.826198 -0.3 -0.4 -0.1 0.000
C -3.791235 -4.617266 -1.095598 0.2 0.1 -0.3 -0.001
C -4.611235 -5.702066 -1.326898 0.0 -0.1 0.0 0.000
C -4.258935 -6.655866 -2.271198 0.1 0.1 0.0 0.000
C -3.064435 -6.534566 -2.967898 -0.1 -0.1 0.0 0.000
C -2.242335 -5.445166 -2.752198 0.0 0.1 0.3 0.000
C -1.886235 -3.060366 0.869702 -0.3 -0.1 0.3 0.001
C -2.830835 -2.376966 1.636902 0.1 -0.2 -0.2 0.001
C -3.298835 -2.941566 2.812402 -0.1 0.1 0.0 0.000
C -2.813035 -4.166766 3.246402 0.0 0.1 0.0 0.000
C -1.850435 -4.830566 2.502202 0.0 0.0 0.0 0.000
C -1.401035 -4.291966 1.311002 0.0 0.3 -0.1 0.001
C -0.803135 1.314234 -2.158198 0.0 -0.1 -0.7 0.014
N -0.817235 1.403034 -0.823098 -0.8 1.1 -1.2 -0.001
C -1.398535 2.604834 -0.518898 -0.3 0.8 -0.6 0.002
C -1.768835 3.237234 -1.703698 0.1 -0.2 0.9 -0.001
N -1.363235 2.406834 -2.711298 0.3 -0.8 0.9 0.007
C -1.523135 2.612834 -4.124698 -0.1 0.1 -1.0 0.001
C -2.533535 4.457934 -1.925098 -0.3 0.4 -0.1 0.000
C -3.714635 4.663834 -1.204098 0.2 -0.1 -0.2 0.000
C -4.484935 5.783334 -1.447998 0.0 0.1 0.0 0.000
C -4.084135 6.713634 -2.398298 0.1 -0.1 0.0 0.000
C -2.900335 6.528334 -3.096698 -0.1 0.1 0.0 0.000
C -2.128135 5.405334 -2.866598 0.0 -0.2 0.3 0.000
C -1.500435 3.102034 0.842302 0.0 0.1 0.3 0.001
C -1.506735 4.479434 1.083802 0.1 -0.3 0.0 0.000
C -1.647735 4.958634 2.370502 0.0 0.0 0.0 0.001
C -1.773435 4.073834 3.430902 0.0 -0.1 0.0 0.000
C -1.723635 2.705534 3.205602 0.1 -0.1 0.2 0.001
C -1.585435 2.214234 1.918502 0.1 0.0 -0.5 0.002
H 2.194965 0.246934 -4.657898 0.1 0.0 0.1 0.000
H 3.936465 0.364634 -4.315598 -0.1 0.0 0.1 0.000
H 3.144765 -1.222866 -4.384198 0.0 0.1 0.0 0.000
H 5.297665 -1.448066 -3.234798 0.0 -0.1 -0.1 0.000
H 7.693165 -1.046566 -3.588198 0.0 -0.1 0.0 0.000
H 8.845265 0.737934 -2.336098 0.1 0.0 0.0 0.000
H 7.582465 2.158134 -0.759398 0.1 0.0 0.0 0.000
H 5.176465 1.804034 -0.440098 0.0 0.1 0.1 0.000
H 4.872865 -1.180666 0.805602 0.1 0.0 0.0 0.000
H 5.780865 -0.549166 3.019302 0.1 -0.1 0.1 0.000
H 4.741565 1.285834 4.296002 0.1 0.1 0.1 0.000
H 2.727065 2.414034 3.442102 -0.1 0.1 0.0 0.000
H 1.805865 1.795534 1.215502 0.2 0.1 0.1 0.000
H -2.401035 -3.271366 -4.263998 0.0 0.1 0.0 0.000
H -1.509535 -1.771166 -4.603998 -0.1 -0.1 0.0 0.000
H -0.640235 -3.304966 -4.448398 0.0 0.0 0.1 0.001
H -4.074335 -3.867666 -0.373098 -0.1 0.1 0.0 0.000
H -5.535635 -5.793266 -0.779598 -0.1 -0.1 0.1 0.000
H -4.913835 -7.490866 -2.461998 0.0 -0.1 0.0 0.000
H -2.776235 -7.288766 -3.681998 0.0 -0.1 -0.1 0.000
H -1.303035 -5.374666 -3.277898 0.1 0.0 -0.1 0.000
H -3.231535 -1.433966 1.271002 -0.1 -0.1 0.1 0.000
H -4.059435 -2.433766 3.387502 -0.1 0.0 0.0 0.000
H -3.201335 -4.607666 4.151302 0.0 -0.1 0.1 0.000
H -1.461635 -5.778566 2.834402 0.0 -0.2 0.1 0.000
H -0.674235 -4.822066 0.715202 0.1 -0.1 -0.1 0.000
H -2.426835 3.190834 -4.312498 0.1 -0.1 0.1 0.000
H -0.665235 3.151534 -4.531298 -0.1 0.0 0.0 0.000
H -1.604335 1.645534 -4.622598 0.0 0.2 0.0 0.000
H -4.026935 3.933934 -0.471098 -0.1 -0.1 0.0 0.000
H -5.404335 5.927834 -0.902198 -0.1 0.0 0.0 0.000
H -4.688935 7.585834 -2.587398 -0.1 0.1 0.0 0.000
H -2.577535 7.260234 -3.819898 0.0 0.1 -0.1 0.000
H -1.192335 5.278734 -3.388098 0.1 0.0 -0.1 0.000
H -1.397535 5.163434 0.257202 0.0 0.1 0.0 0.000
H -1.664135 6.023234 2.545002 0.0 0.1 0.0 0.000
H -1.921535 4.450734 4.430902 0.0 0.0 0.1 0.000
H -1.828235 2.031834 4.041002 0.0 -0.1 0.1 0.000
H -1.634335 1.128934 1.714602 -0.2 0.2 0.3 0.001
C -1.579035 -0.777166 4.527302 -0.5 0.0 -0.1 -0.001
N -0.153435 -0.643466 4.579802 0.4 0.1 -0.4 -0.001
C 0.513765 -0.376766 5.849802 0.1 0.1 0.4 0.000
C 2.005865 -0.514466 5.506602 0.2 0.0 0.4 0.000
N 1.967565 -0.875166 4.099402 -0.4 -0.2 -0.2 -0.001
C 0.727765 -0.902866 3.628302 0.6 0.5 0.7 0.000
S 0.387165 -1.352266 2.014302 -0.2 -1.2 0.0 -0.015
H -1.896535 -1.693766 5.032902 0.0 0.1 -0.1 0.000
H -1.905735 -0.825366 3.488502 0.0 0.1 0.2 0.000
H -2.041735 0.071034 5.034202 0.0 0.0 -0.1 0.000
H 0.187065 -1.100366 6.599202 0.0 0.0 0.0 0.000
H 0.249065 0.624734 6.201102 0.0 -0.1 0.0 0.000
H 2.504665 -1.292366 6.087302 -0.1 0.1 0.0 0.000
H 2.544965 0.425134 5.641802 0.0 -0.1 0.0 0.000
H 2.795865 -1.014066 3.542402 -0.1 0.0 -0.2 0.000
```
Positions in Å, forces in eV/Å.

Expectation value of S²: 2.021
ΔE to the lowest compared entry with this formula, charge and spin (eV): 0.744
HOMO level (alpha / beta) (eV): -14.770 / -14.760
LUMO energy (alpha / beta) (eV): -9.2265 / -8.3697
Maximum force (eV/Å): 1.79
Orbital gap (alpha / beta) (eV): 5.5 / 6.4
Multiplicity: 3
Charge: +3
Electronic energy (eV): -112400.505

***

Q: The highest electronic energy belongs to which entry?
A: C52H47N8PSV